1.
DFT (ωB97M-V with the def2-TZVPD basis set) results for a molecular structure, C16H34OP2Ru at a distorted geometry.

Cartesian coordinates (Å):
P1 -0.405 -3.722 -1.369
P2 0.221 0.154 -0.609
C1 -0.949 -1.970 -1.965
C2 0.252 -1.073 -2.011
H1 -1.827 -1.643 -1.366
H2 -1.315 -2.292 -2.948
H3 1.199 -1.571 -1.765
H4 0.303 -0.510 -2.975
C3 -1.094 1.263 -1.507
H5 -1.264 2.226 -1.016
H6 -2.040 0.712 -1.574
H7 -0.753 1.486 -2.531
C4 1.554 1.265 -1.486
H8 1.265 1.410 -2.543
H9 2.511 0.729 -1.444
H10 1.676 2.265 -1.026
C5 -1.779 -4.755 -1.999
H11 -2.666 -4.495 -1.391
H12 -1.557 -5.824 -1.858
H13 -2.012 -4.577 -3.064
C6 1.183 -4.174 -2.215
H14 1.780 -3.278 -2.462
H15 1.066 -4.786 -3.122
H16 1.747 -4.766 -1.475
Ru1 -0.184 -2.280 0.185
C7 0.238 4.169 0.476
C8 -1.236 4.352 0.419
C9 -1.990 3.290 1.103
C10 -0.950 2.135 1.444
C11 0.309 2.718 0.938
C12 1.519 2.351 1.440
C13 2.196 3.535 2.031
C14 1.130 4.690 1.669
C15 0.778 -3.814 1.156
H17 0.758 4.346 -0.487
H18 -1.707 5.228 -0.084
H19 -2.859 2.797 0.585
H20 -2.335 3.727 2.037
H21 -0.958 1.939 2.553
H22 -1.191 1.194 0.924
H23 -1.587 -2.990 0.468
H24 1.831 1.301 1.449
H25 3.200 3.718 1.637
H26 2.344 3.373 3.108
H27 0.477 4.768 2.561
H28 1.632 5.670 1.546
H29 1.871 -3.725 1.060
H30 0.463 -4.810 0.776
H31 0.461 -3.777 2.219
C16 -0.240 -1.215 2.945
O1 -0.776 -1.045 1.673
H32 -1.029 -1.176 3.705
H33 0.434 -0.377 3.190
H34 0.308 -2.164 2.995

Computed properties:
2S+1: 5
E_LUMO (alpha / beta), eV: -6.76 / -8.84
Net charge: +2
ΔE to the lowest compared entry with this formula, charge and spin, kcal/mol: 100.8
HOMO-LUMO gap (alpha / beta), eV: 7.01 / 5.48



2.
DFT (ωB97M-V with the def2-TZVPD basis set) results for a molecular structure, C16H34OP2Ru at a distorted geometry.

Cartesian coordinates (Å):
P1 -2.126 1.700 -2.808
P2 0.199 0.025 -0.874
C1 -0.293 1.826 -2.871
C2 0.246 0.418 -2.689
H1 -0.039 2.433 -1.971
H2 -0.005 2.377 -3.772
H3 -0.324 -0.371 -3.203
H4 1.301 0.356 -2.886
C3 1.737 0.932 -0.345
H5 2.166 0.512 0.576
H6 1.562 2.007 -0.187
H7 2.469 0.746 -1.153
C4 1.095 -1.577 -0.937
H8 1.940 -1.455 -1.644
H9 0.508 -2.452 -1.234
H10 1.515 -1.792 0.050
C5 -2.500 3.360 -3.467
H11 -2.473 4.081 -2.642
H12 -3.481 3.415 -3.958
H13 -1.677 3.618 -4.145
C6 -2.431 0.630 -4.261
H14 -1.679 -0.166 -4.336
H15 -2.337 1.252 -5.165
H16 -3.412 0.133 -4.224
Ru1 -1.794 0.949 -0.871
C7 2.990 -1.666 2.611
C8 3.544 -0.390 3.086
C9 2.551 0.697 3.196
C10 1.208 0.085 2.615
C11 1.538 -1.329 2.287
C12 0.777 -2.474 2.296
C13 1.471 -3.600 2.950
C14 2.786 -2.926 3.489
C15 -3.752 0.352 -1.200
H17 3.670 -2.059 1.831
H18 4.622 -0.167 3.101
H19 2.945 1.596 2.686
H20 2.262 1.047 4.208
H21 0.412 0.123 3.363
H22 0.767 0.669 1.799
H23 -2.092 2.569 -1.007
H24 -0.219 -2.599 1.847
H25 1.728 -4.400 2.236
H26 0.908 -3.950 3.822
H27 2.573 -2.652 4.531
H28 3.628 -3.634 3.438
H29 -3.788 -0.713 -1.449
H30 -4.352 0.894 -1.937
H31 -4.221 0.436 -0.232
C16 -2.464 0.175 1.906
O1 -1.593 0.889 1.071
H32 -2.652 0.928 2.678
H33 -1.963 -0.735 2.289
H34 -3.448 -0.124 1.507

Computed properties:
2S+1: 5
E_LUMO (alpha / beta), eV: -7.11 / -9.63
Net charge: +2
ΔE to the lowest compared entry with this formula, charge and spin, kcal/mol: 73.1
HOMO-LUMO gap (alpha / beta), eV: 6.76 / 4.94



3.
DFT (ωB97M-V with the def2-TZVPD basis set) results for a molecular structure, C16H35AlF5N3O2PSSi2Te at a distorted geometry.

Cartesian coordinates (Å):
Al1 -0.328 0.758 0.882
F1 0.382 -5.629 2.895
C1 0.544 -4.331 2.823
C2 -0.373 -3.560 2.118
F2 -1.404 -4.116 1.502
C3 -0.197 -2.195 2.082
F3 -1.116 -1.430 1.395
C4 0.842 -1.543 2.727
S1 1.023 0.217 2.693
C5 1.752 -2.334 3.419
F4 2.751 -1.751 4.062
C6 1.618 -3.716 3.459
F5 2.493 -4.447 4.110
C7 -1.187 -2.990 -3.255
Si1 -0.899 -1.355 -4.148
C8 -2.126 -0.884 -5.476
C9 0.897 -1.254 -4.713
C10 -1.102 -0.056 -2.702
Te1 0.550 -0.297 -1.360
C11 1.817 1.228 -2.150
Si2 3.684 0.934 -1.697
C12 3.778 1.379 0.141
C13 4.078 -0.888 -1.943
C14 4.674 2.100 -2.766
H1 -0.850 -3.837 -3.854
H2 -2.244 -3.154 -3.036
H3 -0.638 -3.025 -2.310
H4 -2.038 -1.571 -6.320
H5 -1.941 0.122 -5.856
H6 -3.156 -0.933 -5.122
H7 1.100 -2.031 -5.453
H8 1.595 -1.420 -3.887
H9 1.133 -0.298 -5.186
H10 -2.018 -0.263 -2.146
H11 -1.115 0.982 -3.033
H12 1.475 2.211 -1.825
H13 1.679 1.161 -3.230
H14 3.478 0.553 0.790
H15 3.168 2.256 0.379
H16 4.807 1.633 0.405
H17 3.347 -1.553 -1.478
H18 5.048 -1.115 -1.494
H19 4.151 -1.152 -3.000
H20 4.361 3.137 -2.637
H21 4.595 1.855 -3.827
H22 5.730 2.040 -2.496
N1 0.170 2.737 0.851
H23 0.011 3.159 -0.065
H24 1.159 2.893 1.052
H25 -0.365 3.311 1.506
N2 -1.259 1.032 4.974
C15 -2.581 0.754 4.357
P1 -2.757 1.714 2.781
O1 -2.474 3.151 2.994
O2 -1.892 1.027 1.708
C16 -4.552 1.591 2.296
N3 -5.093 2.993 2.292
H26 -1.193 0.659 5.925
H27 -1.092 2.042 5.027
H28 -0.482 0.592 4.392
H29 -3.367 1.077 5.040
H30 -2.690 -0.315 4.180
H31 -5.106 0.969 2.998
H32 -4.644 1.144 1.309
H33 -4.284 3.641 2.385
H34 -5.717 3.183 3.079
H35 -5.610 3.211 1.439

Computed properties:
E_LUMO, eV: -8.29
Net charge: +3
ΔE to the lowest compared entry with this formula, charge and spin, kcal/mol: 13.1
HOMO-LUMO gap, eV: 8.13



4.
DFT (ωB97M-V with the def2-TZVPD basis set) results for 3 unconnected molecules or ions with the total composition C16H35BBr4ClO.

Cartesian coordinates (Å):
C1 -3.581 -2.822 1.519
C2 -3.938 -2.178 0.172
C3 -3.355 -0.780 -0.059
Cl1 -4.683 0.495 0.214
B1 -2.615 -0.557 -1.496
C4 -1.665 0.789 -1.498
C5 -0.163 0.472 -1.523
C6 0.753 1.501 -0.845
C7 2.164 1.531 -1.428
C8 3.172 2.311 -0.594
C9 2.964 3.827 -0.639
C10 3.770 4.556 0.435
C11 3.184 4.448 1.851
O1 2.538 5.628 2.305
C12 1.386 5.963 1.564
H1 -4.371 -2.697 2.266
H2 -3.394 -3.896 1.419
H3 -2.670 -2.376 1.932
H4 -5.025 -2.147 0.063
H5 -3.550 -2.796 -0.638
H6 -2.686 -0.527 0.773
H7 -3.459 -0.570 -2.393
H8 -1.890 -1.562 -1.641
H9 -1.865 1.389 -0.595
H10 -1.912 1.451 -2.340
H11 0.180 0.328 -2.556
H12 -0.036 -0.493 -1.026
H13 0.283 2.490 -0.913
H14 0.826 1.278 0.231
H15 2.115 1.967 -2.436
H16 2.513 0.500 -1.557
H17 4.198 2.092 -0.916
H18 3.110 1.977 0.450
H19 1.898 4.040 -0.516
H20 3.236 4.200 -1.633
H21 4.788 4.150 0.445
H22 3.875 5.619 0.194
H23 2.472 3.610 1.903
H24 3.971 4.264 2.584
H25 0.781 6.628 2.182
H26 0.789 5.074 1.327
H27 1.634 6.474 0.626
Br1 -4.395 -6.408 -0.742
C13 -3.236 -6.790 -2.255
C14 -1.835 -6.272 -2.040
Br2 -1.747 -4.342 -2.168
H28 -3.703 -6.326 -3.119
H29 -3.236 -7.872 -2.368
H30 -1.174 -6.681 -2.802
H31 -1.463 -6.545 -1.056
Br3 3.844 -0.927 1.783
C15 2.134 -1.131 2.688
C16 1.517 -2.485 2.443
Br4 0.794 -2.636 0.656
H32 1.498 -0.329 2.321
H33 2.339 -0.988 3.746
H34 0.680 -2.633 3.123
H35 2.241 -3.284 2.576

Computed properties:
E_LUMO, eV: 2.30
Net charge: -1
HOMO-LUMO gap, eV: 7.36



5.
DFT (ωB97M-V with the def2-TZVPD basis set) results for 5 unconnected molecules or ions with the total composition C16H35BBr8ClO2.

Cartesian coordinates (Å):
C1 3.963 -3.165 -0.264
C2 4.206 -1.673 -0.049
O1 3.740 -0.863 -1.098
C3 2.321 -0.677 -1.059
C4 1.943 0.508 -1.958
O2 1.272 1.537 -1.293
C5 -0.180 1.430 -1.342
B1 -0.803 0.589 -0.088
C6 -2.380 0.131 -0.301
C7 -2.591 -1.245 -0.917
C8 -4.022 -1.763 -0.894
Cl1 -2.047 -1.260 -2.655
H1 4.058 -3.381 -1.331
H2 2.955 -3.450 0.048
H3 4.675 -3.770 0.299
H4 3.730 -1.346 0.887
H5 5.279 -1.471 0.043
H6 1.824 -1.601 -1.380
H7 1.994 -0.455 -0.038
H8 2.879 0.915 -2.358
H9 1.340 0.156 -2.805
H10 -0.455 1.034 -2.333
H11 -0.531 2.472 -1.324
H12 -0.705 1.284 0.933
H13 -0.152 -0.446 0.100
H14 -2.867 0.079 0.688
H15 -2.972 0.848 -0.892
H16 -1.925 -1.952 -0.412
H17 -4.108 -2.742 -1.372
H18 -4.344 -1.855 0.149
H19 -4.693 -1.065 -1.399
Br1 1.551 1.346 -6.161
C9 -0.206 0.742 -6.721
C10 -0.858 -0.199 -5.741
Br2 -0.053 -1.967 -5.751
H20 -0.070 0.276 -7.693
H21 -0.810 1.640 -6.826
H22 -1.900 -0.345 -6.017
H23 -0.803 0.152 -4.714
Br3 1.143 5.008 -2.904
C11 0.130 6.425 -2.052
C12 -0.802 5.894 -0.993
Br4 -2.360 5.033 -1.764
H24 -0.412 6.949 -2.833
H25 0.864 7.092 -1.605
H26 -1.185 6.712 -0.386
H27 -0.323 5.153 -0.360
Br5 -0.219 -0.770 3.269
C13 1.167 -1.068 4.593
C14 2.479 -1.412 3.938
Br6 2.508 -3.240 3.272
H28 0.839 -1.847 5.276
H29 1.263 -0.131 5.139
H30 3.299 -1.347 4.651
H31 2.676 -0.770 3.085
Br7 -0.838 -2.797 8.102
C15 -2.576 -2.530 7.267
C16 -2.485 -1.681 6.029
Br8 -2.176 0.190 6.431
H32 -3.212 -2.082 8.024
H33 -2.940 -3.523 7.016
H34 -3.420 -1.718 5.475
H35 -1.676 -1.987 5.372

Computed properties:
E_LUMO, eV: 2.07
Net charge: -1
HOMO-LUMO gap, eV: 6.65



6.
DFT (ωB97M-V with the def2-TZVPD basis set) results for a molecular structure, C16H35BCl2F4GeN4O3STl at a distorted geometry.

Cartesian coordinates (Å):
Tl1 0.573 0.177 0.163
C1 0.396 -2.208 3.306
C2 -0.721 -1.192 3.567
C3 -2.038 -1.687 2.971
C4 -0.863 -0.947 5.070
O1 -0.311 0.005 2.923
Ge1 -1.213 1.593 2.728
O2 -1.935 1.134 1.118
C5 -2.959 1.703 0.316
C6 -3.762 0.552 -0.288
C7 -2.306 2.534 -0.789
C8 -3.874 2.583 1.173
O3 0.232 2.472 2.012
C9 1.154 3.304 2.695
C10 0.474 4.612 3.107
C11 1.708 2.594 3.932
C12 2.285 3.602 1.707
H1 0.181 -3.149 3.812
H2 1.345 -1.815 3.672
H3 0.483 -2.396 2.234
H4 -2.303 -2.669 3.362
H5 -1.953 -1.747 1.885
H6 -2.840 -0.982 3.212
H7 -1.124 -1.869 5.589
H8 -1.649 -0.207 5.246
H9 0.075 -0.564 5.474
H10 -3.129 -0.054 -0.937
H11 -4.597 0.939 -0.874
H12 -4.148 -0.090 0.505
H13 -1.692 1.876 -1.408
H14 -1.672 3.308 -0.350
H15 -3.066 2.998 -1.419
H16 -4.276 1.992 1.999
H17 -4.697 2.975 0.579
H18 -3.303 3.421 1.587
H19 -0.363 4.393 3.777
H20 0.091 5.132 2.228
H21 1.180 5.260 3.625
H22 0.910 2.469 4.671
H23 2.515 3.170 4.383
H24 2.081 1.608 3.654
H25 1.892 4.093 0.818
H26 2.771 2.675 1.403
H27 3.025 4.251 2.177
C13 -0.806 -0.077 -5.640
C14 -0.286 0.968 -4.734
N1 -0.777 2.155 -4.560
N2 0.004 2.705 -3.594
C15 0.959 1.875 -3.144
S1 2.112 2.148 -1.948
N3 0.783 0.769 -3.896
N4 1.575 -0.359 -3.854
H28 -1.509 0.369 -6.338
H29 -1.314 -0.846 -5.054
H30 0.008 -0.557 -6.183
H31 -0.191 3.623 -3.243
H32 2.159 -0.293 -3.028
H33 0.975 -1.178 -3.777
Cl1 3.592 -0.308 1.600
C16 4.362 -0.592 0.027
Cl2 3.501 -1.868 -0.851
H34 5.377 -0.923 0.201
H35 4.325 0.323 -0.555
F1 -0.382 -2.556 -3.245
B1 -0.859 -2.036 -2.030
F2 -0.878 -0.598 -2.150
F3 0.071 -2.324 -0.996
F4 -2.118 -2.495 -1.715

Computed properties:
2S+1: 2
E_LUMO (alpha / beta), eV: 0.41 / -2.87
ΔE to the lowest compared entry with this formula, charge and spin, kcal/mol: 3.1
HOMO-LUMO gap (alpha / beta), eV: 8.45 / 5.19



7.
DFT (ωB97M-V with the def2-TZVPD basis set) results for 3 unconnected molecules or ions with the total composition C16H35N2O11P2 at a distorted geometry.

Cartesian coordinates (Å):
C1 2.324 -0.314 1.861
C2 1.397 -1.404 1.207
C3 1.940 -2.829 1.429
C4 1.039 -3.944 0.845
O1 -0.326 -3.755 1.137
C5 -1.129 -3.961 -0.031
C6 -1.003 -2.640 -0.895
O2 -1.636 -1.659 -0.118
P1 -3.110 -2.395 0.491
N1 -3.922 -2.465 -1.059
C7 -4.333 -1.310 -1.809
C8 -3.212 -0.460 -2.466
P2 -4.036 -0.472 1.241
N2 -5.636 -0.520 1.245
O3 -3.546 -0.320 2.850
O4 -3.426 0.908 0.493
O5 -2.495 -4.020 0.227
H1 3.056 -0.043 1.079
H2 2.840 -0.676 2.754
H3 1.715 0.581 2.049
H4 0.402 -1.302 1.653
H5 1.339 -1.161 0.138
H6 2.930 -2.934 0.954
H7 2.032 -3.013 2.510
H8 1.361 -4.900 1.307
H9 1.234 -4.069 -0.235
H10 -0.878 -4.856 -0.623
H11 0.019 -2.385 -1.219
H12 -1.518 -2.863 -1.849
H13 -4.201 -3.012 1.232
H14 -2.421 -2.350 1.757
H15 -4.630 -3.180 -1.023
H16 -4.878 -1.706 -2.696
H17 -5.102 -0.646 -1.363
H18 -3.738 0.385 -2.948
H19 -2.753 -1.039 -3.276
H20 -2.507 -0.019 -1.761
H21 -5.967 0.277 0.700
H22 -3.984 -1.046 3.302
H23 -2.559 1.037 0.891
C9 -2.266 5.649 -0.574
C10 -2.379 4.792 -1.812
C11 -2.767 3.361 -1.548
O6 -2.180 2.684 -2.665
C12 -1.113 3.414 -3.063
O7 -0.291 3.048 -3.838
O8 -1.103 4.628 -2.450
H24 -1.841 6.623 -0.821
H25 -3.243 5.797 -0.115
H26 -1.601 5.188 0.158
H27 -3.055 5.261 -2.535
H28 -3.843 3.207 -1.526
H29 -2.332 2.957 -0.632
C13 8.186 1.652 0.295
C14 7.032 0.738 0.631
C15 5.670 1.352 0.440
O9 4.872 0.624 1.381
C16 5.708 0.225 2.379
O10 5.359 -0.231 3.415
O11 7.008 0.428 2.030
H30 9.131 1.199 0.596
H31 8.220 1.857 -0.775
H32 8.102 2.598 0.832
H33 7.123 -0.203 0.080
H34 5.284 1.222 -0.570
H35 5.635 2.413 0.704

Computed properties:
E_LUMO, eV: 2.06
Net charge: -1
ΔE to the lowest compared entry with this formula, charge and spin, kcal/mol: 0.0
HOMO-LUMO gap, eV: 5.97



8.
DFT (ωB97M-V with the def2-TZVPD basis set) results for 3 unconnected molecules or ions with the total composition C16H35N3O8 at a distorted geometry.

Cartesian coordinates (Å):
C1 5.051 -6.454 -0.592
C2 4.650 -5.163 -1.100
N1 3.602 -5.156 -2.110
C3 2.395 -5.823 -1.595
N2 1.886 -6.985 -2.269
N3 1.787 -5.326 -0.550
C4 0.553 -5.955 0.012
O1 -0.428 -5.990 -0.753
O2 0.520 -6.468 1.205
H1 5.815 -7.095 -1.114
H2 4.552 -6.842 0.340
H3 5.157 -4.234 -0.706
H4 3.385 -4.190 -2.389
H5 1.035 -6.737 -2.796
H6 1.613 -7.710 -1.597
H7 2.163 -4.497 -0.075
C5 -0.142 0.334 -1.285
O3 0.608 0.346 -0.086
C6 0.346 -0.794 0.722
C7 1.452 -0.982 1.749
O4 2.614 -1.614 1.208
C8 3.433 -0.795 0.379
C9 4.249 0.226 1.157
O5 3.455 1.365 1.460
C10 4.025 2.152 2.487
H8 -1.215 0.320 -1.071
H9 0.096 1.238 -1.848
H10 0.132 -0.534 -1.897
H11 0.267 -1.691 0.097
H12 -0.607 -0.627 1.239
H13 1.083 -1.667 2.516
H14 1.708 -0.048 2.248
H15 2.850 -0.328 -0.416
H16 4.128 -1.490 -0.103
H17 5.095 0.562 0.544
H18 4.625 -0.231 2.079
H19 4.085 1.577 3.418
H20 3.377 3.011 2.656
H21 5.019 2.506 2.198
C11 -1.044 3.667 0.655
O6 -2.400 3.416 0.348
C12 -3.175 3.162 1.513
C13 -4.656 3.337 1.213
O7 -5.069 4.702 1.219
C14 -4.686 5.471 0.079
C15 -5.498 5.140 -1.163
O8 -4.985 3.974 -1.795
C16 -5.909 3.412 -2.704
H22 -0.599 2.809 1.170
H23 -0.507 3.838 -0.278
H24 -0.955 4.568 1.273
H25 -2.880 3.845 2.318
H26 -2.984 2.127 1.823
H27 -5.219 2.863 2.023
H28 -4.946 2.840 0.287
H29 -3.613 5.397 -0.103
H30 -4.894 6.509 0.352
H31 -5.425 5.968 -1.879
H32 -6.548 4.989 -0.886
H33 -6.813 3.088 -2.176
H34 -5.447 2.537 -3.162
H35 -6.168 4.130 -3.489

Computed properties:
E_LUMO, eV: -1.47
HOMO-LUMO gap, eV: 6.57